{
  "formula": "C25H45N2O5",
  "method": "ωB97M-V/def2-TZVPD",
  "e_lumo_ev": -4.89,
  "e_above_lowest_ev": 0.000,
  "total_charge": 1,
  "orbital_gap_ev": 5.910,
  "species": ["O", "O", "O", "O", "O", "N", "N", "C", "C", "C", "C", "C", "C", "C", "C", "C", "C", "C", "C", "C", "C", "C", "C", "C", "C", "C", "C", "C", "C", "C", "C", "C", "H", "H", "H", "H", "H", "H", "H", "H", "H", "H", "H", "H", "H", "H", "H", "H", "H", "H", "H", "H", "H", "H", "H", "H", "H", "H", "H", "H", "H", "H", "H", "H", "H", "H", "H", "H", "H", "H", "H", "H", "H", "H", "H", "H", "H"],
  "coordinates": [[-3.98525, -3.96765, -4.31971], [1.53288, 2.73489, 2.21817], [1.59596, 0.42746, 5.50078], [4.12656, 0.66939, 0.78806], [2.69201, 4.59108, 4.10960], [2.21102, -1.04072, -4.22056], [2.70844, -0.28787, -5.17989], [-3.76372, 1.32421, -0.81208], [-2.69414, -3.05846, 1.13654], [0.31563, 2.51301, 0.14222], [4.49384, -0.03249, -1.40847], [2.31143, 4.65779, 5.47613], [-0.86992, -2.17736, -0.33981], [-0.23019, 1.15528, 2.03985], [-5.32745, -4.41956, -4.15811], [-2.89946, -3.26328, -1.32385], [0.49748, 0.73989, 6.35491], [2.86828, 2.51092, 1.76463], [3.26156, 1.04229, 1.86030], [-1.23761, 0.54067, 1.30570], [-2.23308, 0.03751, -2.31108], [3.49875, -0.03405, -0.24315], [-2.62899, 0.26772, -0.83206], [3.86846, -0.07279, -2.76264], [3.72112, 0.56577, -5.05337], [0.55286, 2.13321, 1.45560], [4.33870, 0.69521, -3.81945], [-3.20549, -1.00376, -0.18879], [-2.39753, -2.33325, -0.20291], [2.77494, -0.92989, -3.04184], [-1.49234, 0.89016, -0.02007], [-0.69976, 1.89768, -0.57195], [-0.36590, -2.10033, 0.62206], [-1.81393, -0.22321, 1.80448], [-3.97378, -3.40533, -1.21466], [5.16493, 1.37947, -3.69720], [3.18793, 4.92134, 6.06228], [-5.81216, -3.73760, -3.46396], [-2.66785, -2.89319, -2.31625], [-3.42504, 2.25005, -1.27487], [-5.87337, -4.40259, -5.10407], [-5.36240, -5.42852, -3.74046], [-3.54553, -4.56238, -4.93303], [-4.14782, -1.20070, -0.70562], [-2.32752, -1.00369, -2.59815], [2.35214, -1.54697, -2.26152], [-1.19840, 0.32237, -2.48982], [-0.89114, 2.22929, -1.58362], [-3.49857, -0.75261, 0.82994], [3.80723, 0.85210, 2.78118], [0.89498, 3.31235, -0.29995], [3.30077, -1.06453, 0.07569], [1.53653, 5.40766, 5.65259], [-2.85854, 0.61933, -2.98480], [-4.61866, 0.95026, -1.37465], [3.49061, 3.10062, 2.43104], [0.78619, 1.45428, 7.12947], [2.37995, 0.39784, 1.86674], [-2.53766, -4.13159, 1.05843], [4.02018, 1.12294, -5.92837], [-2.04446, -2.67312, 1.92424], [1.90835, 4.33032, 3.61238], [3.00020, 2.88914, 0.74929], [5.10586, 0.86324, -1.32575], [1.94441, 3.68972, 5.83414], [5.15836, -0.89604, -1.33693], [-3.71498, -2.86014, 1.46151], [-0.46307, -3.06047, -0.83757], [-0.04794, 0.85565, 3.06351], [-0.56919, -1.31417, -0.92986], [2.53514, 0.40531, -0.53118], [2.25281, -0.39372, -6.07880], [0.17306, -0.18003, 6.83318], [-2.41813, -4.23271, -1.19870], [-0.33997, 1.14821, 5.78207], [-4.07497, 1.54469, 0.20819], [1.88640, 1.24442, 5.08470]],
  "forces_ev_per_a": [[-0.1, 0.0, -0.1], [0.0, 0.0, 0.1], [-0.1, 0.0, 0.0], [0.1, 0.2, 0.1], [-0.1, 0.0, 0.1], [0.0, 0.0, 0.0], [0.2, 0.2, 0.0], [0.2, -0.2, 0.0], [0.1, 0.5, -0.1], [0.0, 0.0, 0.1], [-0.2, 0.1, -0.2], [0.0, -0.1, 0.0], [0.1, -0.1, -0.2], [-0.1, -0.1, -0.1], [0.1, 0.0, 0.0], [0.2, 0.2, 0.5], [0.1, 0.1, -0.2], [0.0, 0.1, 0.2], [0.1, -0.3, 0.0], [0.1, 0.2, 0.0], [0.1, 0.0, 0.1], [0.1, -0.3, 0.0], [-0.3, 0.4, 0.0], [0.0, 0.0, -0.2], [0.0, -0.1, 0.3], [-0.1, 0.0, 0.0], [-0.2, -0.2, 0.1], [0.2, 0.1, -0.3], [0.0, -0.3, 0.4], [0.2, 0.2, 0.0], [0.2, -0.2, 0.2], [0.0, -0.1, 0.0], [0.0, 0.1, 0.1], [-0.1, -0.1, -0.1], [-0.1, 0.0, -0.2], [0.0, 0.0, 0.0], [0.1, 0.0, -0.1], [0.0, 0.0, 0.0], [-0.2, 0.0, -0.1], [0.0, 0.1, 0.0], [0.0, 0.0, 0.0], [0.0, 0.0, 0.0], [0.0, 0.0, 0.0], [-0.1, 0.0, 0.0], [-0.1, 0.0, 0.0], [-0.1, -0.1, 0.0], [0.1, 0.0, -0.1], [0.0, 0.0, -0.1], [0.0, 0.0, 0.1], [0.0, 0.0, 0.1], [0.0, 0.0, 0.0], [-0.1, 0.0, 0.0], [0.0, 0.0, 0.0], [0.0, 0.0, 0.0], [-0.1, 0.0, 0.0], [0.0, 0.1, -0.1], [0.0, 0.0, 0.0], [-0.1, 0.0, 0.0], [0.0, -0.1, 0.0], [-0.1, 0.0, -0.1], [0.0, 0.0, 0.1], [0.1, 0.0, -0.1], [0.0, -0.1, -0.1], [0.1, 0.0, 0.0], [0.0, 0.0, 0.1], [0.1, 0.0, 0.1], [-0.1, -0.2, -0.1], [0.0, -0.1, 0.0], [0.1, 0.0, 0.1], [0.0, 0.0, -0.1], [0.0, 0.2, 0.0], [-0.1, -0.1, 0.0], [0.1, -0.1, 0.0], [0.0, -0.1, -0.1], [-0.1, 0.0, 0.1], [0.0, 0.0, 0.0], [0.0, 0.0, 0.0]]
}

***

{
  "formula": "C25H45N2P3Se2Y",
  "method": "ωB97M-V/def2-TZVPD",
  "e_lumo_ev": -9.89,
  "e_above_lowest_ev": 1.573,
  "total_charge": 3,
  "orbital_gap_ev": 5.880,
  "species": ["Y", "Se", "Se", "P", "P", "P", "N", "N", "C", "C", "C", "C", "C", "C", "C", "C", "C", "C", "C", "C", "C", "C", "C", "C", "C", "C", "C", "C", "C", "C", "C", "C", "C", "H", "H", "H", "H", "H", "H", "H", "H", "H", "H", "H", "H", "H", "H", "H", "H", "H", "H", "H", "H", "H", "H", "H", "H", "H", "H", "H", "H", "H", "H", "H", "H", "H", "H", "H", "H", "H", "H", "H", "H", "H", "H", "H", "H", "H"],
  "coordinates": [[-1.44427, 0.36014, -0.67700], [0.09334, 3.17257, -0.60003], [-2.85110, 1.63431, 1.26631], [-1.89649, -2.20936, 0.17894], [1.48636, -0.00700, 1.52524], [0.85747, -0.71235, -2.01316], [-1.50309, 3.06189, 3.37900], [-2.62655, 1.34728, 4.14031], [-0.30272, 3.68040, 5.51333], [-2.43966, -2.99701, -1.38412], [-1.73624, 1.40983, 6.52082], [-0.06061, 3.18110, 6.80749], [-2.28338, 2.01273, 2.97984], [0.39157, 3.34319, -2.58468], [-1.21359, 2.98128, 4.73918], [0.87996, 0.00405, 3.27272], [-3.57906, 1.33558, -3.46377], [-0.75842, 2.04857, 7.29408], [0.53632, -0.67644, -3.81560], [-1.00643, -3.56608, 1.04444], [-0.65998, 3.82693, -3.50722], [-2.60269, 0.94161, -2.60565], [2.95836, 1.04790, 1.88938], [2.54492, -0.03160, -2.04546], [-1.92252, 1.89832, 5.22775], [1.28406, -2.47290, -1.77325], [2.43380, -1.60169, 1.64433], [-0.54834, 3.51867, -4.84755], [0.68704, 3.10579, -5.38245], [1.71704, 3.36335, -3.19328], [-3.44575, -2.08197, 1.13824], [1.82410, 3.15191, -4.54103], [-3.28026, 0.04239, 4.22057], [1.75247, -2.46778, 1.56167], [3.17576, -1.63031, 0.82449], [0.74870, 2.79377, -6.42255], [-4.07569, 2.31489, -3.40961], [-1.09510, 3.73277, 2.73468], [-1.84563, 1.76703, -2.27685], [-0.10978, -0.49425, 3.32655], [-4.11390, 0.00006, 3.50975], [0.78038, 1.05238, 3.59545], [-1.68702, -4.42797, 1.17743], [-1.64951, -3.64647, -1.77962], [-3.81812, -1.04450, 1.11556], [-2.54894, -0.76163, 4.00350], [0.25674, 2.25580, -2.53388], [-3.63830, -0.08340, 5.25420], [-4.19049, -2.75774, 0.69964], [-3.24849, -2.35418, 2.18263], [-0.40721, -1.18070, -4.06177], [-0.11683, -3.87146, 0.45838], [-3.33445, -3.58538, -1.15186], [2.79234, 3.03060, -5.03099], [-2.69324, -2.25199, -2.15480], [-2.34149, 0.58436, 6.90545], [3.48322, 1.25641, 0.95450], [0.40492, -3.12017, -1.82695], [0.15856, 4.58449, 5.11620], [-3.83362, 0.66420, -4.31459], [3.03238, -0.40846, -2.95196], [2.64176, 1.99492, 2.35304], [3.13015, -0.34238, -1.17666], [2.58580, 3.36091, -2.52887], [2.52486, 1.06058, -2.08936], [-0.52920, 1.68003, 8.29538], [2.96415, -1.62836, 2.61541], [-0.67801, -3.19087, 2.03086], [0.66840, 3.67520, 7.46016], [1.77590, -2.62516, -0.80736], [1.97898, -2.76108, -2.57551], [-2.36902, -0.17815, -2.59343], [1.37400, -1.19775, -4.30536], [1.60420, -0.52702, 3.91597], [-1.38928, 3.66222, -5.53134], [0.48939, 0.35632, -4.18192], [-1.51288, 4.36386, -3.10923], [3.62130, 0.49869, 2.58704]],
  "forces_ev_per_a": [[2.6, 1.2, 3.0], [-0.4, -0.5, -0.8], [-0.7, 0.1, -0.1], [0.0, -1.2, 0.5], [0.6, -0.3, 1.2], [0.5, -0.4, -0.6], [-0.3, -0.7, -0.9], [0.7, 0.2, -1.3], [0.2, 0.1, 0.9], [-0.1, 0.0, -0.1], [0.2, 0.2, 0.4], [-0.2, 0.2, -0.6], [0.5, 0.5, 3.1], [-0.2, 1.8, -0.1], [0.0, -0.1, -0.2], [-0.7, -0.2, -0.1], [0.6, -0.6, -0.1], [-0.3, 0.1, -0.4], [-0.1, -0.2, -0.1], [0.3, 0.2, -0.1], [0.4, -0.9, 0.0], [-0.4, 0.8, -1.8], [-0.1, 0.3, -0.3], [0.1, 0.4, 0.1], [0.0, -0.5, -0.3], [-0.1, -0.2, 0.0], [-0.3, -0.2, -0.5], [-0.3, 0.4, -0.2], [0.0, 0.0, 1.2], [0.0, -0.8, 0.4], [-0.3, 0.3, -0.1], [0.5, 0.1, -1.4], [0.0, -0.1, 0.1], [0.4, 0.3, 0.1], [-0.3, -0.2, 0.4], [0.2, 0.2, 0.2], [0.7, -0.2, -0.3], [-0.2, -0.2, 0.2], [-1.5, -0.9, 0.0], [0.5, 0.2, 0.2], [0.2, 0.0, 0.3], [-0.1, -0.4, 0.0], [0.3, 0.4, -0.1], [-0.3, 0.1, 0.1], [0.0, -0.5, 0.1], [-0.4, 0.4, 0.1], [0.1, -0.8, -0.4], [0.0, 0.0, -0.6], [0.1, 0.1, 0.3], [-0.1, 0.0, -0.2], [0.2, 0.1, -0.1], [-0.5, 0.1, 0.4], [0.2, 0.0, -0.3], [-0.1, 0.1, 0.4], [-0.1, -0.3, 0.1], [0.4, 0.2, -0.1], [0.2, 0.1, 0.2], [0.2, 0.1, 0.0], [0.1, -0.3, 0.3], [-0.7, 0.3, 1.2], [0.0, 0.0, 0.2], [0.2, -0.3, -0.3], [-0.1, 0.1, -0.1], [-0.2, -0.2, -0.3], [0.1, -0.2, 0.1], [-0.2, 0.1, -0.3], [-0.3, -0.1, -0.6], [-0.1, -0.3, -0.4], [-0.4, -0.2, -0.4], [-0.1, 0.1, -0.2], [-0.2, 0.0, 0.2], [0.3, 1.3, -0.9], [-0.4, 0.2, 0.0], [-0.4, 0.4, -0.2], [0.3, 0.2, 0.3], [0.0, -0.1, 0.0], [-0.3, -0.4, 0.1], [-0.4, 0.4, -0.4]]
}

***

no.,HOMO energy (hartree)
1,-0.3970
2,-0.5794